Record 1
Molecular formula: C8H17Cl3FN4
Method: DFT, the ωB97M-V functional and the def2-TZVPD basis

Element x y z (Å)
C1 2.335 1.796 -1.639
C2 1.673 1.052 -0.491
N1 0.594 0.111 -0.908
C3 1.044 -1.006 -1.754
C4 1.777 -2.095 -0.978
C5 1.516 -2.247 0.492
N2 2.515 -2.820 -1.698
C6 -0.569 0.714 -1.294
N3 -0.942 0.887 -2.572
N4 -1.338 1.189 -0.334
C7 -1.238 1.141 1.110
F1 -2.420 1.898 -0.767
H1 2.974 1.147 -2.236
H2 1.605 2.267 -2.299
H3 2.973 2.577 -1.229
H4 1.242 1.756 0.220
H5 2.405 0.466 0.062
H6 0.170 -1.486 -2.199
H7 1.692 -0.672 -2.566
H8 0.451 -2.167 0.718
H9 1.869 -3.217 0.833
H10 2.034 -1.476 1.066
H11 2.946 -3.580 -1.172
H12 -1.918 0.783 -2.823
H13 -0.325 0.452 -3.245
H14 -0.426 0.463 1.358
H15 -2.176 0.768 1.513
H16 -1.031 2.137 1.494
C8 -3.822 -0.191 4.357
Cl1 -5.432 -0.530 4.950
Cl2 -3.437 -1.209 2.954
Cl3 -3.634 1.518 3.946
H17 -3.107 -0.425 5.134

Properties
**Net charge**: +1
**Largest force on an atom**: 0.0202 hartree/bohr
**Spin multiplicity**: 1
**E**: -2014.1752 Eh
**LUMO**: -0.1089 hartree
**E_HOMO**: -13.2 eV
**Relative energy (zero: lowest compared OMol25 entry of this formula, charge and spin)**: 0.0 kcal per mole

Record 2
Molecular formula: C12H36NO9
Method: DFT, the ωB97M-V functional and the def2-TZVPD basis

Element x y z (Å)
N1 0.454 -0.428 0.457
O1 0.577 -1.483 1.104
O2 0.992 0.583 0.824
O3 -0.522 -0.295 -0.298
C1 -5.126 0.352 0.848
C2 -3.757 0.390 0.390
O4 -3.414 -0.539 -0.637
H1 -5.127 0.763 1.892
H2 -5.415 -0.645 1.310
H3 -5.785 0.889 0.127
H4 -3.179 -0.081 1.211
H5 -3.363 1.376 0.119
H6 -2.624 -0.551 -0.704
C3 -0.140 3.918 -2.959
C4 -0.020 2.692 -2.088
O5 0.698 3.050 -0.930
H7 -0.782 4.505 -2.374
H8 -0.671 3.503 -3.815
H9 0.800 4.509 -3.040
H10 0.325 1.706 -2.597
H11 -1.087 2.199 -1.597
H12 0.927 2.412 -0.353
C5 -3.340 -3.873 2.007
C6 -2.199 -2.991 1.465
O6 -1.032 -3.600 1.744
H13 -3.220 -4.062 3.042
H14 -3.253 -4.811 1.493
H15 -4.412 -3.382 1.544
H16 -2.158 -1.996 1.735
H17 -2.278 -2.852 0.375
H18 -0.523 -2.843 1.366
C7 0.830 3.497 3.429
C8 2.317 3.331 2.986
O7 2.505 1.980 3.099
H19 0.735 3.423 4.453
H20 0.056 3.032 3.075
H21 0.527 4.306 3.191
H22 2.904 3.758 3.574
H23 2.537 3.679 2.063
H24 2.210 1.752 2.184
C9 5.169 -1.849 0.128
C10 3.792 -1.354 0.587
O8 3.261 -2.164 1.531
H25 5.465 -1.165 -0.679
H26 5.065 -2.775 -0.213
H27 5.919 -1.772 0.935
H28 3.122 -1.421 -0.414
H29 3.878 -0.381 0.910
H30 2.406 -1.872 1.534
C11 1.074 -1.824 -4.644
C12 0.576 -1.003 -3.429
O9 -0.079 -1.835 -2.504
H31 1.870 -2.383 -4.399
H32 1.477 -1.181 -5.464
H33 0.149 -2.282 -5.178
H34 -0.126 -0.222 -3.740
H35 1.399 -0.401 -2.922
H36 -0.365 -1.308 -1.751

Properties
**Net charge**: -1
**Largest force on an atom**: 0.3333 hartree/bohr
**Spin multiplicity**: 1
**E**: -1210.3534 Eh
**LUMO**: 0.1095 hartree
**E_HOMO**: -6.4 eV
**Relative energy (zero: lowest compared OMol25 entry of this formula, charge and spin)**: 160.6 kcal per mole